Formula: C4H3NO2
Source: the Open Molecules 2025 dataset
Level of theory: ωB97M-V/def2-TZVPD

XYZ file:
```
10
Properties=species:S:1:pos:R:3:nbo_charge:R:1
O -2.679 -0.492 -0.056 -0.504
C -1.724 0.227 0.020 0.444
C -0.215 -0.035 0.039 -0.332
C 0.839 0.957 0.143 -0.015
N 1.922 0.459 -0.066 -0.126
O 1.824 -0.967 -0.117 -0.282
C 0.582 -1.232 0.064 0.236
H -1.838 1.418 -0.333 0.083
H 0.994 2.034 -0.008 0.257
H 0.296 -2.370 0.314 0.241
```

Output
energy above the lowest of the compared OMol25 structures with the same formula, charge and spin	364.1	kJ/mol
SMILES string	O=Cc1cnoc1
2S+1	1
total charge	0